1.
Computed, not measured: a 15-piece molecular cluster, C19H68N10O15 overall in a non-equilibrium geometry, with ωB97M-V/def2-TZVPD.

Last column: Mulliken charge in e.
Geometry (Å):
O -2.1438 2.2188 1.9270  -0.1250
O 1.4891 -0.2624 5.5551  -0.4853
O -2.3494 -0.8760 -1.4290  0.2213
O 3.9877 2.2337 -0.0392  -0.5416
O 2.7204 -1.1412 2.9278  -0.5985
O 1.6118 -3.9314 2.8566  -0.6048
O -3.0331 -5.4170 0.0951  -0.8026
O 1.0607 2.7720 -4.1094  -0.6074
O -0.1577 -5.2880 -2.1145  -0.5757
O -3.0461 -2.6133 2.4471  -0.6794
O 3.7550 -4.7274 0.0231  -0.8510
O -0.6250 -0.7968 -3.2216  -0.1538
O 0.4600 3.3243 1.5885  -0.2634
O 0.3618 -1.0324 -0.3713  1.8844
O 2.9090 -0.6050 -2.3831  -0.4036
N -3.6081 -3.2881 -0.7585  -0.0352
N 3.8885 0.8153 2.5985  -0.3056
N -4.2313 3.0416 1.2938  -0.3947
N -3.0452 4.2570 2.6736  -0.4361
N 3.9063 -0.7134 0.9444  -0.2048
N -1.5501 -3.6214 -0.0592  0.7084
N 3.2982 -3.1647 -1.5978  -0.0742
N -0.5943 0.2596 -5.3025  -0.3663
N 2.4178 -2.8956 0.3896  0.3194
N -1.7380 -1.4614 -5.1667  -0.3592
C 3.4049 3.5285 0.2573  -0.7841
C 0.1015 -3.9866 -2.6659  0.3444
C -3.0642 0.3645 -1.1749  0.9533
C -0.0603 4.5355 1.1737  0.4734
C 0.1565 0.5904 3.7037  1.9684
C 3.1678 -3.5999 -0.3808  0.3112
C 2.3685 -0.8110 -3.7338  -0.0766
C 0.3137 0.5289 5.2399  -0.6717
C -3.1090 3.1673 1.9861  0.1846
C -4.3295 -0.1060 -0.5240  -2.3210
C -1.0205 -0.6600 -4.5267  0.0696
C 0.3973 0.1206 0.3779  1.4429
C 0.5842 -3.0178 3.1958  -0.6542
C -2.7407 -4.1221 -0.2933  0.3377
C 1.0365 5.5730 1.1203  -1.5160
C 0.6245 2.5939 -2.7585  0.8641
C 3.4489 -0.3250 2.1346  0.0982
C -2.6788 -1.2253 2.4925  0.0602
C -0.8908 2.7075 -2.6996  -0.5416
H -0.3202 -3.5463 3.3173  0.4826
H -0.6933 4.3702 0.3022  0.0651
H -4.1570 -0.8143 0.2597  0.2684
H -1.8120 -1.0461 1.8769  -0.5770
H -1.8794 -1.4243 -6.1747  0.1637
H -2.1615 4.2653 3.2137  0.3325
H -4.2120 2.4377 0.5045  0.1480
H -4.8925 0.6235 -0.0766  0.6955
H 3.9957 2.1682 -0.9989  0.2672
H 0.2349 1.5349 5.7456  0.3615
H 0.0327 -5.3290 -1.1995  0.3385
H -1.0265 0.3882 -6.2511  0.1901
H 1.7397 0.0402 -3.9325  -0.0518
H 3.5290 1.0483 3.5398  0.3774
H -0.7074 -3.6202 -3.2617  0.1468
H -1.2642 3.4737 -3.3720  0.5573
H 3.7887 -3.7502 -2.2848  0.2644
H 0.4316 -2.2432 2.3761  -0.0910
H 2.9669 -2.1830 -1.9407  0.1531
H 0.0515 -0.3686 3.2109  -1.0416
H -2.7236 -2.9896 1.5704  0.3145
H -1.3960 1.8449 -3.0761  -0.1116
H 0.2232 -3.2094 -1.8886  -0.4824
H -0.7090 -4.1155 0.3606  0.0625
H -1.3174 2.7501 -1.6786  -0.1313
H 0.8664 1.6077 -2.3397  -0.6515
H -0.5934 1.3470 3.3173  -0.1454
H 1.1033 0.9708 3.2684  -0.4561
H 1.0037 -4.1201 -3.2786  0.2173
H -2.1952 -2.2960 -4.6554  0.3249
H 1.0189 3.3845 -2.1005  0.2800
H -2.3401 0.9702 -0.5942  -0.5660
H -4.5800 -3.5002 -0.7400  0.2087
H 4.1261 1.6365 1.9833  0.1538
H 1.8871 5.3800 0.4737  0.2255
H 3.4940 3.7046 1.3086  0.3886
H 2.3428 3.3180 -0.0202  0.0976
H 1.8620 -2.0863 0.2238  -0.0578
H 3.1153 -0.9639 -4.5830  0.3423
H -4.9663 -0.4451 -1.3127  0.4463
H 0.9533 -0.0478 1.2654  -0.6819
H 4.0808 -0.0658 0.2117  0.1665
H -3.2589 0.8651 -2.0886  0.5768
H 0.0810 0.9280 -4.8802  0.0015
H -1.2911 -2.6754 -0.4776  -0.7219
H 3.6479 -1.6922 0.7843  0.2925
H 1.7972 -0.2533 6.4596  0.2835
H 3.8340 4.3036 -0.3535  0.4133
H 1.7836 -4.5770 3.5537  0.2979
H -3.3260 -0.4754 2.1837  0.4927
H 1.7079 -1.6002 -3.6983  -0.0834
H 1.0935 3.8054 -4.3134  0.3920
H 0.8163 -2.4540 4.1206  0.2653
H -2.3807 -0.9894 3.5534  0.2574
H -0.5692 0.2147 0.6664  -0.2120
H -4.9538 3.7287 1.2316  0.2076
H -0.6297 0.0175 5.5244  0.2615
H -0.8052 4.8656 1.9106  0.0269
H -1.6984 -0.7742 -2.1302  -0.2734
H 3.7510 -0.1752 -2.4017  0.1479
H -3.6218 5.1093 2.6342  0.1986
H -0.3256 2.8592 1.6556  0.0001
H -3.4355 -2.3790 -1.1330  0.1269
H 0.8669 1.0008 -0.0794  -0.6031
H 2.0847 -3.0663 1.3715  0.0346
H 0.4147 -0.8340 -1.3416  -1.0089
H 1.3653 5.7264 2.1738  0.2875
H 0.6969 6.4787 0.8125  0.5357

Properties
- Calculated total energy: -66413.826 eV
- ΔE to the lowest compared entry with this formula, charge and spin: 26.8 kcal per mole
- Spin multiplicity: 1
- M: 676.8 g mol⁻¹


2.
Computed, not measured: C26H41AlBF4N2O10S as an isolated structure in a non-equilibrium geometry, with ωB97M-V/def2-TZVPD.

Last column: Mulliken charge in e.
Geometry (Å):
S -2.2517 0.9640 1.0956  1.6188
Al -4.4963 5.6885 4.4267  0.7877
F -5.1242 6.2427 5.9615  -0.4481
F -5.7952 5.0082 3.4756  -0.4526
F -3.7888 7.0417 3.5634  -0.4483
F -3.2745 4.4731 4.7030  -0.4275
O 0.6215 -2.1503 -6.0109  -0.4171
O 2.6316 1.8277 0.5001  -0.2202
O 1.0165 -4.4011 -5.9006  -0.4505
O -2.2232 -0.4769 1.8566  -0.4053
O -3.3456 1.1865 0.1471  -0.7319
O -2.6021 -4.1151 1.9610  -0.5691
O 4.4546 0.4466 0.2702  -0.5062
O -1.1782 -2.6557 3.2936  -0.7174
O -2.3524 1.9747 2.1406  -0.6848
O -3.4215 -1.8716 0.4380  -0.6224
N -2.6514 -4.7088 -1.5973  -0.8210
N 0.1651 -2.2980 0.7040  0.0970
C 0.2462 -3.5049 -6.0873  0.2000
C -0.5827 1.0041 0.2748  1.0828
C -1.4235 -2.5354 -1.2951  -1.3242
C 0.5242 -0.2086 -1.7741  -0.6277
C 0.8751 -0.2993 -4.3091  -0.9392
C 0.4518 0.9627 1.4511  -1.8398
C -0.3448 2.3237 -0.5596  -0.8235
C 1.9437 0.6938 1.0761  -0.1933
C -2.0332 4.2192 -0.0661  -0.2739
C 0.4290 -1.7959 -4.6220  -0.1620
C 4.7982 2.7061 -0.4154  -1.1697
C 4.1457 -3.8034 2.5952  -1.3031
C -0.0476 0.3503 -3.1744  -0.7563
C 1.2408 -2.9680 -0.0294  -0.0552
C 3.9227 1.5254 0.1509  0.6321
C -1.7385 -4.0352 -1.0001  -0.1806
C -0.6791 3.6641 0.1568  -0.3815
C 0.2083 4.4240 1.0235  0.2134
C 3.2098 -2.8336 1.7422  0.2652
C -0.6425 -0.2460 -0.7031  -0.0812
C -0.9302 -1.6781 -0.0386  0.2542
C -2.5206 5.4384 0.5562  -0.7325
C -0.2662 5.6649 1.6689  -0.7866
C -2.1460 -1.6498 1.0183  -0.6072
C 2.1169 -3.7563 1.0641  -1.3020
C -1.6294 6.1718 1.4564  -0.3095
B -1.9692 -2.8464 2.1362  1.0374
H 0.4394 6.2003 2.3541  0.3287
H 1.2373 4.0570 1.2360  0.3477
H 4.1783 3.4744 -0.9488  0.3014
H -1.9297 7.0953 1.9999  0.3143
H -1.0238 2.2585 -1.4601  0.5937
H 2.0756 -0.2041 0.4202  -0.1211
H 5.3928 3.2019 0.3999  0.2841
H -3.5648 5.7741 0.3522  0.3515
H 1.9454 -0.3579 -3.9646  0.2883
H -1.7448 -2.7027 4.0859  0.2863
H -1.5840 -0.0639 -1.3104  1.0586
H -0.8281 -3.7976 -6.2902  0.3890
H 3.4810 -4.4653 3.2169  0.2954
H 0.0645 1.4601 -3.2496  0.4321
H 2.7074 -2.1078 2.4312  0.1232
H 0.7739 0.2479 -5.2823  0.4554
H -1.1093 -4.5797 -0.2554  0.3580
H 5.5370 2.3141 -1.1653  0.3388
H -3.5972 -1.2781 -0.3138  0.4934
H 0.6945 2.4060 -0.9680  0.4873
H 0.4213 1.9517 1.9978  0.6330
H 0.5896 -1.7174 1.4230  0.1994
H 0.1752 0.2016 2.2396  0.5159
H -0.6400 -1.9385 -4.2818  0.1899
H 2.4838 0.4465 2.0385  0.8615
H 1.3887 -4.0539 1.8768  0.2347
H 3.8008 -2.3184 0.9419  0.2082
H -2.3086 -2.0514 -1.7989  1.1059
H 0.9558 -3.7388 -0.7806  0.5023
H -0.6331 -2.5655 -2.1042  0.0595
H -1.0819 -0.0176 -3.3887  0.3537
H -3.4352 -4.0510 2.4634  0.2918
H -2.7221 3.6582 -0.7514  0.1590
H 2.5449 -4.6934 0.6279  0.5288
H 1.0354 -2.5235 -4.0010  0.2669
H 0.9554 -1.2006 -2.0491  0.4202
H -3.1045 -4.0544 -2.2607  0.3153
H 1.9617 -2.1904 -0.4321  -0.1713
H 4.7063 -4.4905 1.9050  0.3233
H 4.8411 -3.2195 3.2535  0.3660
H 1.3773 0.4708 -1.5318  -0.1872

Properties
- Total charge: -1
- Calculated total energy: -80069.659 eV
- Spin multiplicity: 1
- M: 687.5 g mol⁻¹


3.
Computed, not measured: C25H25O4SSm as an isolated structure in a non-equilibrium geometry, with ωB97M-V/def2-TZVPD.

Last column: Löwdin spin population.
Geometry (Å):
Sm 0.0086 -0.8110 -0.3296  5.1009
S -0.7227 4.4903 -1.4138  0.0000
O 0.1666 3.4307 -0.8953  0.0001
O -2.1420 4.1639 -1.2744  -0.0001
O -0.2797 5.0004 -2.7169  0.0000
O 0.1880 -3.2539 -0.7141  -0.0053
C 2.6909 0.1340 0.4791  -0.0074
C 1.7277 1.2012 0.4137  -0.0065
C 1.5594 -8.4927 -0.5481  -0.0001
C -2.3710 -0.2640 0.1972  -0.0062
C -0.5490 5.9111 -0.2721  0.0000
C 0.5524 6.0774 0.5545  0.0000
C -0.4315 -7.1956 -1.0186  -0.0001
C 1.6787 -6.0628 -0.6924  -0.0001
C -1.5592 0.7469 -1.7268  -0.0144
C 0.7578 0.9901 1.4386  -0.0073
C 0.1905 -8.4351 -0.8475  0.0000
C -0.2730 8.2588 1.4000  0.0000
C 0.2918 -5.9665 -0.9459  -0.0001
C -1.9902 -0.5638 -2.0621  -0.0089
C -0.3582 -4.7112 -1.3089  0.0000
C -2.5094 -1.1941 -0.8929  -0.0158
C -1.8126 0.9342 -0.3175  -0.0099
C -1.3612 8.0704 0.5260  0.0000
C 2.2933 -7.3013 -0.4740  0.0000
C -0.1566 9.5267 2.2363  0.0000
C -1.4917 6.9527 -0.3110  0.0000
C 0.6595 7.2028 1.4178  0.0000
C 2.2816 -0.7671 1.5281  -0.0102
C 0.3782 -3.6934 -2.0846  0.0003
C 1.0754 -0.2250 2.1232  -0.0094
H 3.6603 0.1098 -0.0451  0.0002
H 1.3522 5.3443 0.4718  0.0000
H -3.0195 -2.1599 -0.8560  -0.0004
H -1.2853 1.4665 -2.5076  -0.0004
H 0.6184 -0.5830 3.0513  -0.0002
H 2.2754 -5.1485 -0.6518  0.0000
H 1.4124 -3.9215 -2.3254  -0.0001
H -2.0706 -0.9163 -3.1198  0.0003
H -2.7350 -0.3661 1.2258  0.0004
H 1.8064 2.0860 -0.2139  0.0003
H -1.7490 1.8340 0.2854  0.0002
H -2.2781 6.8662 -1.0546  0.0000
H -0.0221 1.7125 1.7241  0.0002
H 2.0364 -9.4535 -0.3635  0.0000
H -1.5038 -7.1590 -1.2221  0.0000
H -0.3901 -9.3594 -0.9301  0.0000
H 3.3574 -7.3442 -0.2282  0.0000
H -1.4457 -4.7143 -1.3562  0.0000
H -2.1414 8.8240 0.4346  0.0000
H -0.1923 -3.1222 -2.8115  0.0002
H 2.8872 -1.5902 1.9392  -0.0003
H -1.0331 9.6264 2.8907  0.0000
H 1.5098 7.2987 2.0984  0.0000
H 0.7285 9.4788 2.8733  0.0000
H -0.0881 10.4701 1.6707  0.0000

Properties
- ⟨S²⟩: 8.7683
- Calculated total energy: -63256.766 eV
- Spin multiplicity: 6
- M: 571.9 g mol⁻¹


4.
Computed, not measured: a 7-piece molecular cluster, C52H60B2Br2IN9O6S2 overall in a non-equilibrium geometry, with ωB97M-V/def2-TZVPD.

Last column: Mulliken charge in e.
Geometry (Å):
I -4.7990 6.1966 1.8258  0.1661
Br 0.5498 -0.2420 5.3002  -0.1278
Br 1.7947 -0.3240 2.1743  0.0243
S 0.3172 0.6628 -3.0952  1.1034
S -0.1746 2.4239 3.1163  -0.1214
O 1.7381 0.4092 -3.9923  -0.3768
O 0.4749 2.0567 -2.5002  -0.6892
O -2.6123 5.6704 -1.3622  -0.5026
O -4.2236 3.1692 -1.8882  -0.6249
O -0.8765 0.7310 -4.0178  -0.6273
O -1.0705 7.0754 0.0481  -0.5736
N -4.3702 6.8987 5.2500  -0.5009
N 6.4842 -0.1727 2.8449  -0.3064
N -5.6697 3.3375 0.1897  -0.4409
N -3.1851 -3.6626 -3.9708  -0.2193
N 6.0356 -7.4561 -0.9563  -0.1911
N 4.6284 -3.7332 2.3398  -0.5149
N -2.4184 3.8894 1.3816  1.3789
N 5.5282 -1.6039 -2.7805  -0.2133
N -10.7192 8.8699 1.8597  -0.5518
C -8.1437 7.8231 1.6125  0.3586
C 7.7830 1.3411 4.1918  -0.5472
C 6.4077 -3.0644 -4.4802  -0.5706
C -3.5479 -4.8023 -4.5816  -0.2418
C -2.3570 5.2664 5.7186  -0.4869
C 7.9271 -8.8584 -0.4568  -0.6327
C 7.2480 -8.5428 -2.7293  -0.6009
C -10.0528 8.9077 0.6952  -0.1680
C -10.0861 8.3036 2.8997  -0.2276
C -0.4404 -1.3275 3.9636  0.1387
C -2.2309 -0.6369 0.7205  0.0865
C -2.6174 -2.7734 -6.1349  -1.0801
C 4.3136 -5.0801 0.3684  -0.6760
C 6.3931 -2.5436 -3.1964  -0.3305
C -2.3712 4.2903 2.8024  -0.6081
C -0.0925 -0.9582 2.4183  -0.8272
C 0.0920 -2.8600 4.1584  -0.9952
C -2.3103 -2.2109 0.3892  -1.3056
C 8.3035 1.9338 3.0504  -0.1391
C -1.2917 1.5136 1.9380  1.0219
C -1.2322 4.5027 0.6470  -0.5383
C -3.3923 1.7882 0.1992  -0.2609
C 5.2147 -2.8716 0.1680  0.1726
C 8.1095 -9.1192 -1.8072  -0.1111
C 6.8848 0.2977 4.0369  -0.2872
C 5.1066 -2.7595 1.5462  -0.5599
C -2.7278 -2.6747 -4.7575  0.0773
C -3.4192 5.8962 4.7500  0.3811
C 4.6354 -1.1637 -3.6815  -0.4021
C 7.9081 1.4662 1.8055  -0.6639
C -1.1323 -1.5727 -1.9421  -0.3169
C 0.1259 -0.5635 -1.7193  -0.4408
C -4.4188 -0.3832 -0.9994  -0.8328
C 5.4727 -2.5926 -5.3904  -0.2296
C -3.3064 0.2496 -0.0119  -0.0261
C 7.0017 0.4196 1.7568  0.0018
C -5.7212 -0.7021 -0.0831  -1.2363
C -3.3864 5.3652 3.2779  -0.4191
C -2.3475 2.4201 1.1945  -1.3810
C -1.3194 4.1903 5.2802  -0.6565
C 4.2420 -4.8697 1.7362  -0.3662
C -1.1768 -0.0272 1.7156  0.8373
C -1.3348 3.7135 3.8115  0.7005
C 6.8821 -8.0277 -0.0855  -0.1122
C -2.9976 -3.9629 -6.7396  -0.1419
C -8.8084 7.7721 2.8286  -0.3888
C -1.2650 -2.6517 -0.7618  -0.6200
C 6.2355 -7.7234 -2.2569  -0.1896
C -3.4721 -5.0013 -5.9505  -0.4627
C 4.8096 -4.0575 -0.4277  -0.1120
C -8.7750 8.4010 0.5204  -0.5809
C 4.5657 -1.6232 -4.9869  -0.4400
B -1.6739 5.7855 -0.2782  0.6775
B -4.4727 2.7771 -0.5020  1.0785
H 7.3604 -8.7254 -3.7908  0.3583
H -8.2856 8.4572 -0.4441  0.3420
H 8.5810 -9.2908 0.2902  0.3628
H 3.9902 -6.0181 -0.0634  0.4065
H -0.5090 -3.6173 3.5550  0.2977
H 3.8585 -5.6383 2.4001  0.4260
H 6.6963 -7.7964 0.9587  0.3660
H -0.2484 -2.8584 -0.2558  0.2166
H 4.8800 -4.1839 -1.5030  0.4580
H -0.8871 -2.1280 -2.9256  0.5986
H 8.0687 1.6814 5.1793  0.3682
H 7.1021 -2.8831 -2.4476  0.4193
H 0.0109 0.0120 -0.7234  -0.0621
H 6.4526 -0.2001 4.8988  0.4202
H -6.4034 3.4091 -0.5284  0.1637
H -5.0707 2.9950 -2.3692  0.2433
H -1.6381 -3.6286 -1.2546  0.3326
H 7.1310 -3.8198 -4.7612  0.4288
H 5.6057 -2.0537 -0.4239  0.2667
H -8.3449 7.3292 3.7016  0.3656
H 9.0104 2.7525 3.1303  0.3719
H -4.0892 -1.4047 -1.4250  0.0604
H 6.6591 0.0211 0.8066  0.2446
H -3.3756 -2.5559 0.1563  0.3448
H -10.5867 9.3726 -0.1277  0.3467
H 0.1799 -3.0888 5.2705  0.3606
H -5.9099 2.6702 0.9370  0.2267
H -2.3361 5.6346 6.7996  0.1727
H 1.0548 -1.2350 -1.6544  0.6085
H 5.4512 -2.9765 -6.4046  0.3718
H 5.5384 -7.2471 -2.9390  0.3927
H 1.1777 -2.8419 3.7548  0.2768
H -2.2433 -1.9423 -6.7197  0.3964
H 3.8221 -1.2329 -5.6705  0.3963
H -4.3715 6.7709 6.2773  0.2754
H -0.1338 6.8419 0.2512  0.3089
H -1.9986 -2.7802 1.3418  0.2762
H 1.8489 1.2048 -4.5713  0.3422
H -2.4405 -1.7669 -4.2388  0.5835
H 8.2946 1.9049 0.8940  0.3698
H -3.7765 -5.9435 -6.3889  0.3669
H -4.1068 7.8588 4.9933  0.2411
H -5.9984 -1.8169 -0.2206  0.3838
H -0.4104 4.8235 1.3968  0.2138
H -0.1309 -1.9695 1.8601  0.0660
H -2.9246 -4.0798 -7.8154  0.3846
H -4.6423 0.2745 -1.9026  0.4898
H -5.5285 -0.5219 1.0401  0.2512
H 8.9154 -9.7655 -2.1377  0.3577
H -6.6396 -0.0824 -0.3556  0.2623
H -2.5343 6.4326 -1.9753  0.2569
H -1.5745 -1.3873 4.1557  0.3925
H -2.0765 -0.9688 -2.1465  -0.0970
H 5.4138 -1.8518 2.0600  0.7190
H -10.6480 8.2847 3.8279  0.3467
H -3.9152 -5.5829 -3.9231  0.3693
H -0.7454 3.7327 -0.0596  0.1870
H -0.5602 3.7933 6.0253  0.3265
H 3.9505 -0.4040 -3.3201  0.5394
H -7.1424 7.4161 1.5173  0.0279

Properties
- Calculated total energy: -251794.844 eV
- Spin multiplicity: 1
- M: 1279.6 g mol⁻¹